{"formula": "C24H53N7O10", "method": "ωB97M-V/def2-TZVPD", "smiles": "O=C1OCCO1.CN(C)C=O.CN(C)C=O.CN(C)C=O.CN(C)C=O.CN(C)C=O.CN(C)C=O.CN(C)C=O", "homo_ev": -8.80, "energy_ev": -56650.080, "fmax_ev_per_a": 7.2, "lumo_ev": 0.2, "species": ["C", "O", "N", "C", "C", "H", "H", "H", "H", "H", "H", "H", "C", "O", "N", "C", "C", "H", "H", "H", "H", "H", "H", "H", "C", "O", "N", "C", "C", "H", "H", "H", "H", "H", "H", "H", "C", "O", "N", "C", "C", "H", "H", "H", "H", "H", "H", "H", "C", "O", "N", "C", "C", "H", "H", "H", "H", "H", "H", "H", "C", "O", "N", "C", "C", "H", "H", "H", "H", "H", "H", "H", "C", "O", "N", "C", "C", "H", "H", "H", "H", "H", "H", "H", "C", "C", "O", "C", "O", "O", "H", "H", "H", "H"], "coordinates": [[13.6543, 7.1781, 12.0322], [13.5176, 6.6378, 10.9242], [14.7812, 7.5237, 12.6749], [14.7571, 8.2949, 13.9410], [16.1465, 7.2990, 12.1494], [12.7346, 7.3020, 12.6246], [13.8233, 8.6135, 14.4043], [15.3574, 9.1980, 13.8313], [15.3303, 7.7806, 14.7124], [16.8412, 6.7438, 12.7797], [15.9342, 6.6074, 11.3340], [16.6444, 8.2128, 11.8250], [10.3487, 6.0302, 16.7124], [11.5209, 6.4199, 16.9995], [9.2702, 6.4479, 17.3621], [7.9358, 6.0578, 16.9098], [9.2063, 7.4695, 18.4276], [10.1719, 5.2821, 15.9242], [7.3288, 6.9434, 16.7218], [7.3545, 5.6164, 17.7194], [7.8724, 5.5312, 15.9576], [9.8128, 8.3575, 18.2491], [8.1459, 7.6292, 18.6228], [9.6764, 7.0593, 19.3214], [13.1694, 8.4374, 19.8628], [13.1936, 9.6692, 19.7152], [13.2531, 7.7698, 21.0463], [13.2251, 6.2879, 21.1041], [13.2254, 8.4649, 22.3288], [13.0484, 7.7210, 19.0356], [12.1873, 5.9890, 20.9568], [13.5048, 5.8753, 22.0734], [13.7384, 5.8718, 20.2371], [14.2389, 8.3780, 22.7203], [12.9526, 9.5197, 22.3624], [12.6214, 8.0815, 23.1512], [11.2285, 11.8878, 8.7604], [11.3118, 13.0884, 9.0416], [11.0098, 10.8745, 9.6280], [10.8369, 11.0418, 11.0593], [10.7284, 9.5569, 9.1801], [11.2879, 11.5413, 7.7170], [11.5632, 10.4161, 11.5781], [9.8591, 10.6973, 11.3960], [10.9354, 12.0465, 11.4704], [11.4566, 8.9734, 9.7435], [9.7241, 9.1943, 9.3992], [10.8341, 9.3207, 8.1213], [6.4800, 12.2753, 19.2112], [6.5404, 11.0420, 18.8814], [7.4358, 13.2092, 18.9918], [7.1726, 14.5770, 19.3951], [8.7509, 12.8854, 18.5512], [5.6137, 12.7923, 19.6522], [7.6977, 15.2112, 18.6808], [7.6352, 14.7769, 20.3617], [6.1208, 14.8630, 19.3976], [8.7138, 11.9067, 18.0726], [9.0849, 13.5098, 17.7226], [9.4776, 12.9342, 19.3621], [6.7511, 8.6719, 12.9147], [6.2459, 9.4561, 12.1558], [7.6597, 7.7318, 12.6522], [7.9044, 6.6519, 13.5644], [8.4747, 7.7265, 11.4533], [6.3794, 8.6978, 13.9507], [8.9401, 6.6216, 13.9026], [7.6250, 5.7507, 13.0187], [7.2603, 6.7340, 14.4399], [8.1660, 6.8767, 10.8445], [8.2414, 8.6054, 10.8523], [9.5327, 7.5632, 11.6585], [11.7766, 15.3204, 17.4955], [10.7040, 15.4323, 18.1618], [12.7492, 14.3414, 17.7197], [13.9304, 14.2872, 16.9357], [12.5084, 13.2423, 18.6896], [12.1180, 15.8462, 16.5904], [13.9520, 13.4061, 16.2944], [14.8175, 14.0979, 17.5401], [14.2050, 15.1480, 16.3260], [11.8121, 13.5531, 19.4684], [12.4396, 12.2113, 18.3424], [13.4134, 13.1079, 19.2821], [11.1467, 10.0113, 16.7807], [12.0023, 10.8558, 15.8837], [11.5079, 10.6027, 14.5605], [10.9367, 9.3881, 14.5217], [10.4860, 8.7418, 13.4897], [10.7360, 8.9887, 15.8738], [10.3136, 10.5771, 17.1977], [11.8895, 9.6007, 17.4647], [13.0688, 10.7800, 16.0957], [11.6621, 11.8874, 15.9744]], "forces_ev_per_a": [[-1.27, -1.44, -1.40], [1.01, 0.86, 1.32], [1.18, 1.06, 1.64], [1.06, -0.02, 0.04], [-1.31, -0.80, -0.83], [0.22, 0.54, 0.29], [-0.40, -0.52, -0.71], [-0.14, 0.32, -0.47], [-0.22, -0.54, 0.05], [-0.45, 0.17, 0.73], [0.47, 0.35, -0.52], [-0.26, 0.05, -0.13], [3.53, 1.16, 1.12], [-2.54, -1.01, -0.61], [-1.76, 0.34, -0.40], [-0.73, 0.74, 0.12], [1.02, -1.08, 0.18], [-0.11, 0.18, 0.08], [0.26, 0.49, -0.18], [0.29, -0.78, -0.07], [0.54, -0.53, 0.52], [-0.51, 0.06, -0.56], [0.36, 0.51, 0.02], [-0.18, -0.21, 0.23], [-0.02, 0.61, 0.54], [-0.16, -1.53, 0.17], [-0.64, 0.26, 0.51], [-1.29, 0.70, -0.90], [1.20, 0.34, 0.88], [0.14, 0.19, -0.25], [-0.20, -0.21, 0.13], [0.56, 0.36, -0.25], [0.45, -0.05, 0.40], [0.19, 0.34, 0.23], [0.17, -0.04, -1.06], [-0.52, -0.94, -0.63], [-0.39, 1.61, 0.50], [0.12, -1.56, -0.17], [-0.58, 1.59, -0.32], [0.07, -0.03, 0.66], [0.50, -1.53, 0.19], [0.08, -0.08, 0.02], [0.08, -0.11, 0.02], [-0.16, -0.17, -0.25], [0.22, 0.16, -0.80], [-0.24, -0.92, -0.23], [-0.11, 0.32, 0.42], [0.49, 0.73, -0.08], [0.64, -2.84, -1.56], [-0.15, 3.86, 1.32], [-1.27, -0.29, 0.37], [0.95, 0.39, -0.21], [0.42, -0.61, -1.07], [-0.30, -0.69, 0.03], [-0.13, 0.19, -0.02], [-0.16, 0.11, 0.21], [0.05, -0.37, 0.03], [-0.01, -0.32, 0.60], [-0.08, 0.59, 0.33], [0.06, -0.09, -0.05], [-0.98, 0.10, 0.92], [0.20, 0.87, -1.26], [1.20, 0.15, 0.10], [-0.35, -0.04, 0.01], [-0.92, -0.54, -0.61], [0.26, -0.54, 0.33], [0.12, -0.03, -0.14], [0.25, -0.46, 0.29], [-0.05, 0.15, -0.22], [-0.06, -0.22, -0.23], [0.29, 0.10, 0.32], [-0.08, 0.51, 0.23], [-1.33, -1.92, 1.92], [3.42, -0.04, -2.31], [-2.45, 0.31, 0.82], [1.57, -1.04, -0.47], [1.61, 0.97, 0.93], [-0.68, 0.82, 0.29], [-0.35, -0.06, -0.45], [-0.03, 0.28, 0.56], [-0.73, 0.22, 0.14], [-0.54, -0.21, -0.69], [-0.92, 0.24, -0.74], [0.49, 0.38, 0.05], [1.39, -0.49, -0.79], [-1.45, 2.59, -0.07], [0.84, -1.59, -1.17], [-2.98, -2.56, -1.65], [2.82, 3.45, 5.65], [-0.40, -0.41, -2.47], [-0.04, -0.48, 0.15], [-0.96, -0.32, 0.79], [0.05, -0.36, -0.87], [0.76, 0.30, 0.48]], "lowdin_charge": [-0.33, -0.02, -0.16, -0.04, -0.03, 0.12, 0.07, 0.08, 0.08, 0.09, 0.08, 0.09, -0.32, -0.06, -0.16, -0.07, 0.00, 0.14, 0.08, 0.09, 0.07, 0.07, 0.09, 0.09, -0.32, -0.03, -0.18, -0.04, -0.06, 0.13, 0.08, 0.09, 0.09, 0.09, 0.09, 0.08, -0.32, -0.02, -0.19, -0.04, -0.07, 0.13, 0.08, 0.09, 0.09, 0.09, 0.07, 0.09, -0.28, -0.06, -0.20, -0.05, -0.06, 0.13, 0.09, 0.09, 0.09, 0.07, 0.08, 0.09, -0.37, 0.03, -0.19, -0.07, -0.05, 0.13, 0.08, 0.10, 0.06, 0.09, 0.08, 0.08, -0.25, -0.04, -0.18, -0.09, -0.03, 0.13, 0.08, 0.09, 0.09, 0.08, 0.07, 0.08, -0.14, -0.13, 0.06, -0.38, 0.04, 0.01, 0.12, 0.11, 0.13, 0.13]}